The following is a quantum chemistry calculation of C48H34F6O16V4 as an isolated structure, from the OMol25 dataset.

Relative energy (zero: lowest compared OMol25 entry of this formula, charge and spin) (eV): 4.002
HOMO energy (Ha): -0.2387
E_tot (eV): -202135.70681

XYZ file:
```
108
Properties=species:S:1:pos:R:3:forces:R:3
O 6.657 0.943 0.255 -0.2 0.5 0.9
V 5.621 1.653 1.172 -2.0 0.3 -2.4
O 6.156 3.095 1.535 -0.3 -1.6 0.0
O 2.660 0.143 6.281 0.6 0.0 0.0
V 3.708 0.073 5.149 -1.4 -4.1 -2.3
O 4.438 -1.368 5.235 -1.2 3.3 0.1
O -1.693 -3.224 3.524 0.8 -0.4 -0.2
V -1.693 -3.942 2.109 -2.2 -3.0 -1.6
O -0.610 -5.089 1.981 -0.1 1.3 0.7
O -2.894 -1.281 -0.994 1.2 -0.8 -0.5
V -1.838 -2.383 -1.433 -2.2 -1.3 -1.0
O -2.051 -2.621 -3.012 0.6 0.4 2.6
C 0.736 -1.360 2.188 -1.5 -0.7 -2.6
C 0.129 -1.733 0.944 0.5 1.2 0.1
C 0.574 -1.017 -0.398 1.6 0.4 1.2
O 0.034 -1.390 -1.448 -1.0 -0.3 0.1
C 1.679 -0.091 -0.354 -1.6 -1.0 0.2
C 2.330 0.150 0.835 1.3 -0.4 -1.2
C 1.806 -0.530 2.104 1.1 1.0 3.0
O 2.317 -0.254 3.286 2.1 1.2 0.4
O 3.445 0.807 0.786 1.2 0.5 1.8
O -0.783 -2.553 0.754 -0.6 -0.5 0.1
H 0.285 -1.639 3.129 0.2 -0.4 0.0
H 2.022 0.320 -1.292 0.1 0.2 0.1
C -4.484 -5.251 -1.360 -0.8 -0.9 0.2
C -3.715 -5.137 -0.254 -1.3 0.1 -0.4
C -4.089 -5.810 1.077 0.9 -0.1 0.8
O -3.461 -5.599 2.213 2.1 2.8 -1.1
C -5.082 -6.711 1.116 -2.0 -1.0 -1.4
C -5.976 -6.925 -0.023 0.9 0.9 -0.1
C -5.586 -6.189 -1.369 -1.3 -1.1 -0.8
O -6.258 -6.518 -2.350 1.0 0.8 0.7
O -7.008 -7.556 0.000 0.1 -0.2 0.2
O -2.676 -4.376 -0.348 3.2 2.8 1.6
H -4.203 -4.712 -2.253 -0.1 -0.1 -0.1
H -5.409 -7.234 2.003 0.4 0.2 0.3
F 7.986 -1.999 -4.285 -0.2 -0.1 -0.1
C 6.886 -1.866 -3.516 -0.2 0.3 0.1
C 6.842 -2.534 -2.301 -0.7 1.2 -0.2
C 5.737 -2.241 -1.498 -0.3 0.0 0.0
C 4.712 -1.335 -1.871 1.4 -0.6 -0.4
C 4.834 -0.668 -3.099 -0.1 -0.8 0.4
C 5.893 -0.977 -3.949 0.9 -0.2 0.4
H 7.668 -3.130 -1.945 -0.1 -0.2 -0.1
H 5.730 -2.772 -0.555 -0.4 0.1 0.2
H 3.851 -1.169 -1.242 0.1 0.0 0.1
H 4.068 0.049 -3.359 0.1 0.0 -0.3
H 6.101 -0.509 -4.901 -0.4 0.2 0.0
F -3.448 -2.158 1.811 -0.1 -0.3 -0.7
C -4.344 -1.189 2.117 -1.0 0.4 0.1
C -4.401 -0.801 3.433 0.4 1.7 0.6
C -5.197 0.320 3.764 -0.3 -1.2 -1.2
C -6.052 0.818 2.789 0.1 1.0 0.3
C -6.024 0.400 1.455 0.4 -0.5 0.8
C -5.175 -0.643 1.124 0.6 -0.6 0.2
H -3.706 -1.175 4.172 0.0 -0.4 -0.1
H -5.182 0.793 4.734 0.0 -0.3 0.2
H -6.692 1.630 3.109 -0.1 0.1 -0.3
H -6.620 0.882 0.694 -0.2 -0.1 0.1
H -5.157 -1.077 0.134 0.2 0.1 -0.1
F -2.633 2.559 3.767 0.3 0.1 0.2
C -2.214 1.823 4.810 0.0 -0.8 0.8
C -1.193 0.885 4.643 0.3 -0.1 -0.5
C -0.813 0.024 5.671 -0.7 0.8 0.1
C -1.485 0.130 6.868 0.6 -0.7 0.2
C -2.497 1.051 7.031 0.0 0.3 1.1
C -2.857 1.944 6.055 0.4 0.0 -1.4
H -0.653 0.761 3.712 -0.3 0.4 -0.3
H -0.021 -0.708 5.599 0.0 0.1 -0.4
H -1.134 -0.518 7.660 -0.4 0.0 0.3
H -2.977 1.161 7.995 0.0 -0.2 0.1
H -3.593 2.711 6.248 -0.1 0.0 -0.2
F 1.007 2.759 -6.949 0.3 -0.1 0.0
C 0.500 2.249 -5.812 -1.5 -0.2 0.6
C 1.056 1.121 -5.244 1.0 0.0 -0.5
C 0.566 0.611 -4.051 -1.0 1.1 0.6
C -0.548 1.238 -3.482 -0.3 0.1 -0.4
C -1.196 2.299 -4.134 0.4 0.4 -0.3
C -0.665 2.838 -5.298 1.3 -0.7 -0.5
H 1.905 0.706 -5.772 0.1 -0.2 0.2
H 0.991 -0.181 -3.452 0.3 -0.3 -0.6
H -0.947 0.855 -2.554 -0.1 0.1 0.1
H -2.092 2.784 -3.777 -0.1 -0.3 0.4
H -1.059 3.645 -5.899 -0.4 0.1 0.4
F 1.194 4.064 0.017 0.4 -0.2 0.2
C 0.001 3.450 0.026 -1.4 -0.8 -0.7
C -0.926 3.835 -0.945 0.3 0.2 0.5
C -2.210 3.289 -0.927 1.0 -0.3 1.0
C -2.467 2.296 0.030 -1.4 -0.2 -1.1
C -1.543 1.853 0.941 0.4 0.0 -0.3
C -0.285 2.408 0.903 1.2 1.0 0.5
H -0.559 4.551 -1.668 -0.4 0.2 -0.1
H -2.987 3.642 -1.589 0.1 -0.2 -0.2
H -3.406 1.762 -0.045 -0.2 0.2 0.3
H -1.756 1.070 1.655 -0.2 -0.1 -0.1
H 0.486 2.094 1.596 0.0 0.0 0.1
F 4.736 2.869 -1.064 0.2 -0.5 0.1
C 4.662 3.474 -2.308 -0.3 0.6 0.6
C 3.656 3.069 -3.165 0.2 -1.3 1.2
C 3.452 3.728 -4.331 0.7 0.3 -1.4
C 4.353 4.728 -4.689 -0.6 1.4 0.4
C 5.242 5.243 -3.754 0.4 -1.1 0.3
C 5.442 4.579 -2.523 -0.1 0.6 -1.2
H 3.108 2.165 -2.935 -0.3 0.2 0.2
H 2.671 3.415 -5.009 0.1 0.0 0.0
H 4.239 5.269 -5.618 0.0 -0.2 -0.1
H 5.855 6.102 -3.985 0.0 0.0 -0.1
H 6.198 4.956 -1.851 -0.2 -0.2 0.3
```
Forces are in eV/Å.

Here are the Löwdin charges for atoms 1 to 8, given in e: O -0.218; V 1.118; O -0.272; O -0.218; V 1.151; O -0.265; O -0.344; V 0.954